1.
This record from the OMol25 dataset describes C34H33IrN8O4S3 as an isolated structure. The level of theory is the ωB97M-V functional and the def2-TZVPD basis.

Positions of all 83 atoms, in Å:
1 Ir -0.31483 -0.20906 0.72236
2 C 0.83509 3.68375 2.30824
3 C 0.85814 2.21510 2.00228
4 N -0.10793 1.71506 1.26631
5 N -0.88784 2.67417 0.64680
6 C -1.57029 2.28604 -0.36264
7 S -1.65424 0.58253 -0.85108
8 S -2.65895 3.46941 -1.08734
9 C -2.29113 3.31358 -2.87161
10 C -2.50933 1.94193 -3.43906
11 C -3.77118 1.35171 -3.41154
12 C -3.94162 0.05085 -3.85087
13 C -2.85140 -0.67531 -4.32256
14 C -1.59874 -0.08685 -4.36940
15 C -1.42979 1.22213 -3.93221
16 C 1.98426 1.40956 2.45462
17 C 3.13908 2.10940 2.88204
18 C 4.29287 1.47460 3.26362
19 C 4.33319 0.07698 3.24941
20 C 3.23990 -0.64120 2.83670
21 C 2.05298 -0.01079 2.42141
22 O 1.07589 -0.81520 2.06400
23 H 1.34146 4.23067 1.50948
24 H 1.32635 3.89112 3.25217
25 H -0.18610 4.04604 2.34216
26 H -1.27274 3.65790 -3.04084
27 H -2.97232 4.04680 -3.30739
28 H -4.61601 1.91066 -3.02484
29 H -4.92557 -0.40086 -3.83226
30 H -2.98645 -1.69437 -4.66149
31 H -0.74186 -0.64050 -4.72945
32 H -0.44130 1.66381 -3.94114
33 H 3.13537 3.18817 2.87813
34 H 5.15343 2.05149 3.57150
35 H 5.23180 -0.44530 3.55271
36 H 3.25892 -1.72218 2.80065
37 N 7.67786 -0.65636 -1.01931
38 C 6.35205 -0.33446 -1.17740
39 C 5.69338 0.45022 -0.21969
40 C 4.35525 0.74308 -0.35838
41 C 3.65408 0.25545 -1.45726
42 C 4.28759 -0.53023 -2.41269
43 C 5.62825 -0.82043 -2.27380
44 S 1.95836 0.60640 -1.61110
45 O 1.53586 0.31341 -2.95050
46 O 1.66602 1.88955 -1.03364
47 N 1.22732 -0.46200 -0.57342
48 C 0.92265 -1.75804 -0.89327
49 N 1.54320 -2.56144 -1.73160
50 C 1.00850 -3.77848 -1.83438
51 C -0.11733 -4.19579 -1.13344
52 C -0.70778 -3.28506 -0.27642
53 N -0.17120 -2.07926 -0.15806
54 H 8.22573 -0.09544 -0.39059
55 H 8.17735 -0.99630 -1.82260
56 H 6.24398 0.83081 0.63215
57 H 3.85213 1.35799 0.37744
58 H 3.72407 -0.90478 -3.25560
59 H 6.12967 -1.42779 -3.01702
60 H 1.50718 -4.45470 -2.51905
61 H -0.52129 -5.18826 -1.25790
62 H -1.60584 -3.48490 0.29326
63 C -5.82993 -1.69715 -0.55185
64 C -4.62596 -1.12160 0.14438
65 O -3.53081 -1.66305 0.12387
66 N -4.83238 0.02283 0.85099
67 C -3.75347 0.68501 1.56862
68 C -3.05122 -0.25072 2.52123
69 C -3.81513 -0.72100 3.58157
70 C -3.30650 -1.64655 4.46720
71 C -2.01756 -2.09399 4.24860
72 C -1.30143 -1.57674 3.19005
73 N -1.77722 -0.64470 2.33732
74 H -5.50632 -2.15257 -1.48444
75 H -6.59794 -0.95175 -0.75279
76 H -6.25882 -2.47933 0.07618
77 H -5.75480 0.41915 0.88510
78 H -4.19235 1.50586 2.13398
79 H -3.05311 1.11807 0.86893
80 H -4.82700 -0.35272 3.68556
81 H -3.90120 -2.01323 5.29293
82 H -1.55152 -2.83399 4.88292
83 H -0.29146 -1.90690 3.01505

## Properties
Expectation value of S²   0.763
Net charge   +1
Multiplicity   2
HOMO energy (alpha / beta)   -10.2 / -10.2 eV

2.
This record from the OMol25 dataset describes C19H23N6NiO4 as an isolated structure. The level of theory is the ωB97M-V functional and the def2-TZVPD basis.

Positions of all 53 atoms, in Å:
1 Ni 0.57639 -0.02653 0.44684
2 O -2.53933 -6.09628 -1.43458
3 N -1.64611 -6.23443 -0.62367
4 O -1.35039 -7.26758 -0.07039
5 C -0.82374 -5.04451 -0.31686
6 C 0.46764 -5.27622 -0.01560
7 C 1.36015 -4.18558 0.23162
8 C 2.72459 -4.35367 0.52941
9 C 3.50224 -3.24718 0.75128
10 C 2.91585 -1.97719 0.67687
11 N 1.63895 -1.80242 0.39392
12 C 0.86427 -2.88469 0.17467
13 C -0.52934 -2.65199 -0.11518
14 N -0.93131 -1.36176 -0.11653
15 C -2.19434 -1.08916 -0.36794
16 C -3.13948 -2.08879 -0.61274
17 C -2.74898 -3.40248 -0.61435
18 C -1.39621 -3.72095 -0.37308
19 H 0.82886 -6.29463 0.02804
20 H 3.14372 -5.35048 0.58239
21 H 4.55305 -3.33564 0.98530
22 H 3.48743 -1.07581 0.86043
23 H -2.47118 -0.04304 -0.37532
24 H -4.16862 -1.81816 -0.79849
25 H -3.46520 -4.18466 -0.80685
26 C 2.10065 1.21977 3.79929
27 C 1.55827 0.72142 2.49559
28 O 2.16590 0.95200 1.40452
29 O 0.46910 0.07510 2.46508
30 H 3.14068 1.51610 3.69731
31 H 1.98805 0.45505 4.56504
32 H 1.51363 2.08430 4.11322
33 C -0.92700 4.15515 1.16286
34 N 0.04560 4.00954 0.09476
35 C 0.28643 5.20900 -0.69810
36 C 0.38732 2.77281 -0.34315
37 N -0.31338 1.69757 -0.06244
38 N 1.50816 2.66902 -1.10727
39 C 2.72105 3.40406 -0.76335
40 C 1.74341 1.45771 -1.86579
41 H -0.76816 5.11717 1.64712
42 H -0.79014 3.37277 1.90780
43 H -1.95801 4.12949 0.79335
44 H -0.66800 5.68532 -0.93165
45 H 0.77706 4.95042 -1.63105
46 H 0.90543 5.92419 -0.15408
47 H -1.21195 1.92922 0.33781
48 H 2.51518 4.13279 0.01359
49 H 3.12440 3.91505 -1.63870
50 H 3.46641 2.70557 -0.37706
51 H 0.80335 1.05875 -2.24124
52 H 2.26739 0.69644 -1.26997
53 H 2.38186 1.69473 -2.71674

## Properties
Expectation value of S²   2.005
Net charge   +1
Multiplicity   3
HOMO energy (alpha / beta)   -11.9 / -12.0 eV

3.
This record from the OMol25 dataset describes C20H41N2P3PdS as an isolated structure at a distorted geometry. The level of theory is the ωB97M-V functional and the def2-TZVPD basis.

Positions of all 68 atoms, in Å:
1 Pd -0.08206 0.78451 -1.02408
2 P 2.08175 1.45689 -1.66043
3 P 1.43592 0.57792 2.15156
4 P -0.90039 -1.21144 -1.89670
5 H -1.61583 0.18476 3.75099
6 C -2.06204 -0.68377 3.26282
7 C -1.33526 -1.80465 3.06625
8 H -0.34801 -1.98739 3.56639
9 C 1.63628 3.25175 -1.62753
10 C 3.81407 1.23817 -0.98174
11 C 2.21790 0.77924 -3.38540
12 C 1.04124 0.32999 3.93546
13 C 3.12837 -0.17040 2.26577
14 C 1.93296 2.34517 2.23995
15 C -2.23383 -2.08388 -1.01650
16 C 0.16014 -2.57843 -2.47886
17 C -1.61625 -0.39106 -3.35069
18 H -3.06814 -0.57681 2.80588
19 H -1.74576 -2.55198 2.35804
20 H 2.22382 3.97540 -2.20567
21 H 1.64812 3.53734 -0.56246
22 H 0.58071 3.28600 -1.95098
23 H 4.64916 1.80580 -1.45434
24 H 4.07908 0.17009 -1.01484
25 H 3.81863 1.50769 0.08385
26 H 2.75392 1.40682 -4.12419
27 H 1.18450 0.64727 -3.74514
28 H 2.65680 -0.23804 -3.31798
29 H 1.49756 1.12524 4.55012
30 H 1.40359 -0.66669 4.23039
31 H -0.03215 0.33426 4.10670
32 H 3.88142 0.52243 2.67854
33 H 3.45232 -0.48493 1.27531
34 H 3.11054 -1.07021 2.89559
35 H 2.37228 2.54592 3.23318
36 H 1.02765 2.95041 2.10453
37 H 2.65854 2.59778 1.45401
38 H -3.00346 -2.32518 -1.76627
39 H -2.65326 -1.46785 -0.21630
40 H -1.80058 -2.99459 -0.58693
41 H -0.44678 -3.16131 -3.18750
42 H 0.44270 -3.17178 -1.59183
43 H 1.08230 -2.19927 -2.94581
44 H -2.68987 -0.51943 -3.27380
45 H -1.15898 -0.86068 -4.23024
46 H -1.35777 0.68147 -3.37829
47 C -3.65956 1.92649 -0.61660
48 C -4.27893 3.08511 -1.16072
49 C -5.59344 3.37702 -0.91218
50 C -6.28059 2.55224 0.00857
51 C -5.66378 1.45465 0.62563
52 C -4.35301 1.12202 0.29422
53 S -2.08613 1.85494 -1.21086
54 H 0.37002 0.47667 0.78198
55 H -3.67442 3.73534 -1.78336
56 H -6.10331 4.18812 -1.42592
57 H -7.34354 2.72102 0.19534
58 H -6.18888 0.81484 1.33078
59 H -3.81264 0.27451 0.69300
60 N 1.64294 -3.38186 0.91391
61 C 2.54965 -4.38438 1.06987
62 C 3.64182 -4.04611 0.27111
63 C 3.28831 -2.84325 -0.35758
64 N 2.05920 -2.43671 0.00771
65 H 0.73683 -3.28075 1.37082
66 H 2.45541 -5.21934 1.75287
67 H 4.58357 -4.56506 0.15871
68 H 3.88864 -2.26806 -1.04815

## Properties
Expectation value of S²   6.035
Net charge   +4
Multiplicity   5
HOMO energy (alpha / beta)   -19.0 / -19.0 eV

ΔE to the lowest compared entry with this formula, charge and spin readings, ordered: 3.9, 0.0, 94.3 kcal/mol
E readings, ordered: -3353.212149, -2875.447690, -2444.525918 Eh